78
Properties=species:S:1:pos:R:3 method="wB97M-V/def2-TZVPD" max_force_ha_per_bohr=0.120 orbital_gap_ha=0.1507 charge=-1 multiplicity=1 lumo_ev=1.653 homo_energy_ev=-2.45 total_energy_ev=-53447.5469
N -3.263 1.023 -4.805
P -1.757 2.020 -4.723
O -2.102 3.573 -4.732
H -3.295 0.463 -3.924
H -1.084 1.718 -3.471
H -0.924 1.688 -5.851
C 0.416 1.101 -0.291
O 0.273 0.625 -1.410
N -0.420 2.025 0.298
C -0.180 2.540 1.630
C -1.576 2.496 -0.437
H 1.263 0.812 0.353
H -1.039 2.299 2.262
H -0.060 3.626 1.572
H 0.721 2.101 2.066
H -2.215 1.642 -0.681
H -1.240 2.962 -1.368
H -2.141 3.221 0.155
C 1.469 4.698 -0.799
O 0.444 4.970 -0.187
N 1.866 5.271 -1.988
C 3.097 4.893 -2.650
C 1.027 6.282 -2.596
H 2.179 3.942 -0.425
H 3.735 5.777 -2.742
H 2.859 4.507 -3.646
H 3.629 4.123 -2.085
H 0.912 7.116 -1.897
H 0.041 5.853 -2.797
H 1.469 6.641 -3.529
C -4.416 -0.351 1.810
O -4.431 0.806 1.409
N -3.571 -1.342 1.358
C -3.616 -2.690 1.886
C -2.607 -1.028 0.325
H -5.107 -0.697 2.595
H -2.642 -2.933 2.320
H -3.837 -3.382 1.068
H -4.386 -2.787 2.656
H -1.950 -0.228 0.681
H -3.140 -0.676 -0.564
H -2.011 -1.908 0.071
C 4.654 1.614 -0.845
O 4.638 2.770 -1.246
N 5.499 0.622 -1.296
C 5.454 -0.726 -0.769
C 6.463 0.937 -2.330
H 3.962 1.267 -0.059
H 6.428 -0.968 -0.335
H 5.232 -1.418 -1.587
H 4.684 -0.822 0.001
H 7.119 1.736 -1.974
H 5.929 1.289 -3.218
H 7.059 0.056 -2.584
C 5.144 -3.913 1.664
O 5.129 -2.756 1.264
N 5.989 -4.905 1.213
C 5.944 -6.252 1.740
C 6.953 -4.590 0.179
H 4.453 -4.260 2.450
H 6.918 -6.495 2.174
H 5.723 -6.944 0.923
H 5.174 -6.349 2.511
H 7.610 -3.790 0.536
H 6.420 -4.238 -0.709
H 7.549 -5.471 -0.074
C -7.285 -3.257 3.183
O -6.144 -2.813 3.160
N -8.433 -2.522 2.978
C -9.749 -3.124 3.021
C -8.321 -1.103 2.711
H -7.484 -4.324 3.377
H -10.238 -2.975 2.053
H -10.335 -2.638 3.807
H -9.687 -4.195 3.231
H -7.719 -0.957 1.809
H -7.815 -0.621 3.553
H -9.309 -0.657 2.570


115
Properties=species:S:1:pos:R:3 method="wB97M-V/def2-TZVPD" max_force_ha_per_bohr=0.009 e_above_lowest_kcal_mol=39.8 orbital_gap_ha=0.2316 multiplicity=1 lumo_ev=-0.355 homo_energy_ev=-6.66 total_energy_ev=-142920.0601
Sn -0.711 -1.384 -1.990
F -7.271 0.424 -4.953
C -6.050 -0.112 -4.853
C -5.149 0.360 -3.922
F -5.493 1.380 -3.115
C -3.894 -0.208 -3.832
F -3.055 0.315 -2.914
C -3.450 -1.243 -4.647
S -1.843 -1.908 -4.559
C -4.395 -1.692 -5.571
F -4.088 -2.692 -6.402
C -5.661 -1.147 -5.681
F -6.523 -1.615 -6.590
C -3.541 -3.950 -2.107
N -2.354 -3.649 -1.316
C -1.288 -4.598 -1.608
C -2.629 -3.646 0.121
C -3.708 -2.669 0.565
N -3.424 -1.267 0.279
C -4.651 -0.518 0.056
C -2.664 -0.659 1.363
H -4.028 -4.881 -1.773
H -3.251 -4.053 -3.152
H -4.261 -3.133 -2.051
H -1.573 -5.630 -1.353
H -0.393 -4.330 -1.041
H -1.047 -4.555 -2.671
H -1.692 -3.424 0.639
H -2.960 -4.652 0.432
H -3.863 -2.806 1.648
H -4.649 -2.940 0.087
H -5.305 -0.515 0.946
H -5.208 -0.949 -0.777
H -4.411 0.514 -0.196
H -3.200 -0.742 2.327
H -2.512 0.400 1.148
H -1.682 -1.124 1.456
O 3.450 -1.616 -3.983
Cl 2.479 -1.148 -3.041
O 3.060 -0.129 -2.180
O 1.306 -0.588 -3.719
O 2.000 -2.254 -2.214
N 0.347 -1.832 0.440
S 1.657 -1.598 1.011
N 2.384 -0.118 0.839
S 1.808 1.235 1.202
N 0.417 1.755 0.810
S -0.259 1.942 -0.681
N -0.558 0.826 -1.549
C 0.747 3.180 -1.468
C 0.758 4.513 -1.068
C 1.579 5.400 -1.745
C 2.370 4.951 -2.799
C 2.335 3.620 -3.190
C 1.511 2.720 -2.528
C -1.694 2.839 -0.119
C -2.765 2.795 -1.000
C -3.948 3.431 -0.653
C -4.044 4.105 0.556
C -2.963 4.143 1.430
C -1.778 3.505 1.100
C 1.731 1.444 2.971
C 0.505 1.284 3.604
C 0.454 1.367 4.987
C 1.611 1.611 5.715
C 2.831 1.758 5.067
C 2.901 1.663 3.686
C 3.060 2.362 0.647
C 4.048 1.928 -0.221
C 5.004 2.844 -0.640
C 4.955 4.157 -0.198
C 3.935 4.581 0.648
C 2.970 3.684 1.069
C 1.736 -1.870 2.799
C 0.544 -2.226 3.401
C 0.517 -2.454 4.772
C 1.677 -2.316 5.520
C 2.873 -1.958 4.903
C 2.909 -1.738 3.536
C 3.052 -2.586 0.483
C 2.830 -3.953 0.584
C 3.849 -4.826 0.247
C 5.070 -4.330 -0.194
C 5.274 -2.961 -0.299
C 4.262 -2.075 0.044
H 0.128 4.859 -0.258
H 1.598 6.443 -1.454
H 3.008 5.651 -3.325
H 2.938 3.276 -4.020
H 1.453 1.679 -2.825
H -2.669 2.244 -1.928
H -4.796 3.381 -1.325
H -4.971 4.596 0.826
H -3.047 4.666 2.374
H -0.940 3.494 1.784
H -0.387 1.107 3.015
H -0.494 1.239 5.495
H 1.563 1.683 6.795
H 3.733 1.940 5.637
H 3.851 1.762 3.176
H 4.029 0.913 -0.589
H 5.783 2.527 -1.322
H 5.708 4.863 -0.526
H 3.886 5.614 0.970
H 2.163 3.995 1.723
H -0.343 -2.325 2.784
H -0.409 -2.744 5.252
H 1.655 -2.492 6.589
H 3.778 -1.856 5.490
H 3.836 -1.469 3.041
H 1.863 -4.322 0.911
H 3.689 -5.894 0.324
H 5.862 -5.016 -0.468
H 6.218 -2.577 -0.665
H 4.396 -1.010 -0.051


23
Properties=species:S:1:pos:R:3 method="wB97M-V/def2-TZVPD" smiles=CC(C)NCCCO max_force_ha_per_bohr=0.030 e_above_lowest_kcal_mol=39.8 orbital_gap_ha=0.3388 multiplicity=1 lumo_ev=0.994 homo_energy_ev=-8.22 total_energy_ev=-10002.0313
C 0.585 0.112 2.379
C 0.185 -0.927 1.327
C -0.695 -2.035 1.890
N -0.497 -0.237 0.225
C -0.105 -0.535 -1.163
C 0.777 0.534 -1.794
C -0.020 1.633 -2.515
O -0.310 2.706 -1.595
H -0.322 0.385 2.924
H 1.335 -0.219 3.101
H 0.994 0.978 1.867
H 1.089 -1.394 0.933
H -1.509 -2.265 1.207
H -1.176 -1.740 2.843
H -0.139 -2.931 2.196
H -0.686 0.735 0.392
H -1.025 -0.650 -1.730
H 0.360 -1.514 -1.163
H 1.405 1.101 -1.117
H 1.439 0.100 -2.528
H -0.966 1.240 -2.866
H 0.552 2.068 -3.323
H -1.271 2.856 -1.491


14
Properties=species:S:1:pos:R:3 method="wB97M-V/def2-TZVPD" max_force_ha_per_bohr=0.094 e_above_lowest_kcal_mol=19.3 orbital_gap_ha="0.4965 / 0.1817" charge=+1 multiplicity=2 s2=0.753 lumo_ev="-3.433 / -11.181" homo_energy_ev="-16.94 / -16.12" total_energy_ev=-5308.9539
C 0.008 -1.881 -0.442
C 0.042 -0.339 -0.292
C 1.306 0.404 0.157
H 0.583 -2.362 -1.203
H -1.060 -2.113 -0.664
H 0.347 -2.325 0.495
H -0.723 -0.139 0.483
H -0.259 0.242 -1.221
H 1.643 1.025 -0.736
H 0.988 1.198 0.843
H 2.107 -0.157 0.465
H -1.259 2.216 0.042
H -2.314 2.018 1.050
O -1.409 2.213 1.022